Entry 1:
Below is C3H8N2O in the gas phase in a non-equilibrium geometry, with properties calculated with ωB97M-V/def2-TZVPD.

## Properties
SMILES string   [H]/N=C(\O)CNC
DFT total energy   -303.80514 hartree
F_max   4.6 eV/Å
Orbital gap   0.327 Eh
Highest occupied orbital energy   -0.3027 hartree
Energy above the lowest of the compared OMol25 structures with the same formula, charge and spin   54.59 kcal/mol

Atoms and positions in Å:
H -1.528 -2.404 -0.420
N -0.880 -1.711 -0.052
C -1.414 -0.570 0.119
O -2.734 -0.339 -0.151
C -0.553 0.572 0.436
N 0.796 0.285 -0.507
C 2.158 0.464 -0.072
H -2.963 0.589 -0.022
H -0.216 0.525 1.479
H -0.972 1.547 0.171
H 0.677 -0.550 -1.075
H 2.277 1.396 0.483
H 2.826 0.569 -0.931
H 2.526 -0.373 0.544

---

Entry 2:
Below is a molecular structure, C2H3ClCrN in a non-equilibrium geometry, with properties calculated with ωB97M-V/def2-TZVPD.

## Properties
2S+1   5
DFT total energy   -1637.04121 hartree
F_max   3.0 eV/Å
Orbital gap (spin up / spin down)   0.171 / 0.228 Eh
Charge   +1
Highest occupied orbital energy (spin up / spin down)   -0.5093 / -0.5095 hartree
Energy above the lowest of the compared OMol25 structures with the same formula, charge and spin   14.64 kcal/mol

Atoms and positions in Å:
Cr 5.295 -9.171 10.752
Cl 3.972 -7.056 11.138
C 2.447 -4.160 9.819
C 1.866 -4.594 8.561
N 1.392 -4.934 7.573
H 2.492 -3.090 10.000
H 3.490 -4.487 9.791
H 1.945 -4.697 10.622

---

Entry 3:
Below is a molecular structure, C35H40N4ReTe, with properties calculated with ωB97M-V/def2-TZVPD.

## Properties
2S+1   4
DFT total energy   -1921.59725 hartree
F_max   0.2 eV/Å
Orbital gap (spin up / spin down)   0.180 / 0.159 Eh
Charge   +4
Highest occupied orbital energy (spin up / spin down)   -0.6792 / -0.6789 hartree
Energy above the lowest of the compared OMol25 structures with the same formula, charge and spin   10.41 kcal/mol

Atoms and positions in Å:
Re 0.234 0.066 0.106
C -2.888 -0.394 6.300
C -2.406 0.989 5.814
C -1.298 1.512 6.752
C -3.582 1.966 5.814
C -1.806 0.822 4.441
C -2.273 1.510 3.309
C -1.688 1.316 2.084
N -0.650 0.458 1.911
C -0.171 -0.226 2.996
C -0.723 -0.060 4.238
C 0.941 -1.131 2.659
C 1.630 -1.925 3.536
C 2.668 -2.775 3.101
C 2.946 -2.769 1.725
C 2.238 -1.963 0.873
N 1.256 -1.143 1.323
C 3.410 -3.640 4.089
C 2.381 -4.581 4.752
C 4.038 -2.720 5.155
C 4.503 -4.471 3.418
H -3.319 -0.276 7.293
H -2.075 -1.117 6.387
H -3.661 -0.802 5.648
H -1.723 1.632 7.749
H -0.924 2.485 6.431
H -0.459 0.820 6.839
H -3.975 2.040 6.826
H -4.401 1.627 5.176
H -3.284 2.973 5.516
H -3.099 2.203 3.386
H -2.041 1.842 1.203
H -0.329 -0.615 5.078
H 1.371 -1.900 4.585
H 3.722 -3.399 1.314
H 2.437 -1.957 -0.192
H 1.613 -4.039 5.307
H 2.907 -5.215 5.465
H 1.899 -5.232 4.021
H 3.293 -2.156 5.718
H 4.755 -2.024 4.717
H 4.575 -3.343 5.870
H 4.098 -5.168 2.682
H 5.006 -5.068 4.178
H 5.266 -3.848 2.948
N 0.848 -0.286 -1.970
C 0.203 -1.503 -2.510
C 0.522 -2.045 -3.725
C -0.196 -3.164 -4.196
C -1.224 -3.687 -3.458
C -1.566 -3.128 -2.201
C -2.618 -3.609 -1.396
C -2.888 -3.012 -0.183
C -2.105 -1.948 0.240
N -1.096 -1.452 -0.495
C -0.827 -2.028 -1.723
H 0.541 0.508 -2.546
H 1.858 -0.326 -2.126
H 1.309 -1.620 -4.338
H 0.064 -3.591 -5.155
H -1.790 -4.532 -3.829
H -3.214 -4.448 -1.739
H -3.695 -3.358 0.447
H -2.293 -1.473 1.194
C 2.046 3.288 1.825
Te 1.249 2.632 -0.074
C 3.323 2.659 -0.707
C 3.822 3.815 0.124
C 4.890 4.580 -0.330
C 5.360 5.627 0.451
C 4.750 5.929 1.661
C 3.664 5.186 2.103
C 3.209 4.117 1.340
H 2.309 2.401 2.400
H 1.272 3.864 2.328
H 3.348 2.847 -1.778
H 3.759 1.690 -0.466
H 5.354 4.367 -1.285
H 6.191 6.223 0.099
H 5.105 6.761 2.253
H 3.177 5.444 3.035